{
  "formula": "C7H9N2",
  "method": "ωB97M-V/def2-TZVPD",
  "elements": ["N", "N", "C", "C", "C", "C", "C", "C", "C", "H", "H", "H", "H", "H", "H", "H", "H", "H"],
  "coordinates": [[-0.34, 0.37, -0.52], [0.02, 2.56, -1.73], [-1.86, 0.19, -0.48], [0.03, 0.71, 0.93], [1.70, -0.89, -0.81], [2.28, -0.21, 0.35], [0.40, -0.69, -1.14], [-0.12, 1.54, -1.25], [1.48, 0.50, 1.19], [-0.43, 0.16, 1.67], [2.24, -1.72, -1.28], [1.65, 0.85, 2.30], [-0.05, -1.29, -2.01], [-2.41, 0.18, -1.52], [-2.08, -0.68, 0.09], [-0.24, 1.85, 1.08], [3.25, -0.42, 0.59], [-2.30, 0.97, 0.13]],
  "energy_ev": -10374.2182,
  "charge": 1,
  "e_homo_ev": -13.85,
  "homo_lumo_gap_ev": 9.42,
  "spin_multiplicity": 1,
  "smiles": "C[N@+]1(C#N)C=CC=CC1"
}